#a
DFT (ωB97M-V/def2-TZVPD) results for a gas-phase ion, C3H10N5 (charge +1).

Structure (XYZ):
```
18
Properties=species:S:1:pos:R:3:lowdin_charge:R:1
N 1.23 0.44 -0.16 -0.32
N -1.04 0.11 -0.02 -0.24
N 0.83 1.45 0.52 0.12
N 2.28 0.17 -0.73 0.15
N -0.99 0.68 1.07 0.20
C 0.09 -0.67 -0.35 -0.17
C 0.44 -1.76 0.71 0.00
C -1.99 0.78 -0.96 0.04
H -0.47 -2.23 0.99 0.09
H 0.03 -1.11 -1.30 0.14
H -0.79 0.09 1.92 0.15
H -2.11 0.12 -1.84 0.10
H 3.05 0.94 -0.81 0.15
H -1.59 1.77 -1.30 0.12
H 1.67 2.10 0.81 0.18
H 1.30 -2.28 0.30 0.10
H 1.00 -1.45 1.59 0.09
H -2.95 0.84 -0.44 0.10
```

Values from the calculation:
E_HOMO (spin up / spin down)   -14.282 / -14.282 eV
LUMO energy (spin up / spin down)   -5.1 / -5.1 eV
Charge   +1

***

#b
DFT (ωB97M-V/def2-TZVPD) results for 2 unconnected molecules or ions with the total composition C3H10N5.

Structure (XYZ):
```
18
Properties=species:S:1:pos:R:3:lowdin_charge:R:1
N -0.68 -1.43 -0.44 0.10
N 2.23 0.51 0.22 0.08
N -1.27 -0.30 -0.20 -0.05
N -3.00 1.04 0.65 0.10
N 0.40 1.59 -0.78 0.09
C 1.46 1.07 -0.43 -0.28
C 3.29 -0.33 0.51 -0.08
C -2.54 -0.14 0.08 -0.11
H -2.23 1.86 0.68 0.18
H -3.24 -0.99 -0.07 0.16
H 0.14 -1.34 -0.90 0.06
H 3.38 -0.28 1.61 0.10
H -3.95 1.33 0.86 0.11
H -1.12 -2.33 -0.54 0.13
H 4.24 0.04 0.05 0.12
H 0.58 2.26 -1.53 0.10
H 2.98 -1.37 0.16 0.11
H -0.65 0.51 -0.26 0.06
```

Values from the calculation:
E_HOMO   -12.694 eV
LUMO energy   -2.7 eV
Charge   +1

***

We find #b to be the most stable, with the next structure 82.7 kcal/mol higher.

***

#a
DFT (ωB97M-V/def2-TZVPD) results for C3H6O3S in the gas phase.

Structure (XYZ):
```
13
Properties=species:S:1:pos:R:3:lowdin_charge:R:1
S -0.22 0.29 3.72 1.04
O -0.06 1.39 2.44 -0.24
O 0.25 -0.67 2.42 -0.20
O -1.52 -0.05 4.20 -0.36
C 0.34 0.34 1.57 -0.61
C 0.21 -0.44 -0.88 -0.06
C -0.41 0.36 0.29 -0.16
H 1.17 -0.88 -0.67 0.08
H 0.37 0.23 -1.63 0.03
H 1.40 0.52 1.23 0.17
H -1.40 -0.13 0.62 0.15
H -0.71 1.32 0.02 0.10
H -0.49 -1.15 -1.26 0.07
```

Values from the calculation:
E_HOMO   -10.396 eV
LUMO energy   0.5 eV
Charge   0

***

#b
DFT (ωB97M-V/def2-TZVPD) results for C3H6O3S in the gas phase.

Structure (XYZ):
```
13
Properties=species:S:1:pos:R:3:lowdin_charge:R:1
S -1.62 -0.58 -0.39 0.98
O -1.95 -1.71 0.54 -0.49
O 0.84 -0.65 -1.75 -0.05
O -1.54 0.80 0.43 -0.40
C -0.22 1.42 0.64 -0.16
C 0.30 -0.76 -0.44 -0.42
C 0.81 0.29 0.54 -0.12
H -0.16 1.95 -0.30 0.12
H 1.70 0.72 -0.02 0.15
H -0.24 1.93 1.59 0.13
H 0.36 -1.77 -0.14 0.09
H 1.03 -0.14 1.45 0.09
H 0.69 -1.50 -2.15 0.09
```

Values from the calculation:
E_HOMO   -9.158 eV
LUMO energy   0.6 eV
Charge   0

***

We find #b to be the most stable, with the next structure 6.2 kcal/mol higher.

***

#a
DFT (ωB97M-V/def2-TZVPD) results for a molecular structure, C3H6O4Rb.

Structure (XYZ):
```
14
Properties=species:S:1:pos:R:3:lowdin_charge:R:1
Rb 3.41 0.54 1.23 1.09
O -0.42 -0.41 -1.65 0.04
O 0.18 1.22 -0.20 0.07
O 1.81 0.21 -1.12 0.05
O 1.62 -1.45 1.91 -0.16
C -1.16 0.97 0.01 -0.11
C 0.64 0.30 -0.99 -0.56
C -1.66 0.12 -1.25 -0.08
H -2.28 -0.71 -0.90 0.14
H 1.94 -2.09 2.54 0.05
H 0.89 -1.90 1.47 0.05
H -1.69 1.92 0.05 0.13
H -1.95 0.71 -2.11 0.14
H -1.34 0.57 1.01 0.13
```

Values from the calculation:
E_HOMO   -14.665 eV
LUMO energy   -3.5 eV
Charge   +1

***

#b
DFT (ωB97M-V/def2-TZVPD) results for a molecular structure, C3H6O4Rb.

Structure (XYZ):
```
14
Properties=species:S:1:pos:R:3:lowdin_charge:R:1
Rb -0.59 -5.50 0.43 0.97
O -0.20 0.38 -1.10 0.09
O 1.50 -0.57 -0.10 0.08
O -0.44 -1.66 -0.25 0.08
O -3.52 0.43 2.14 -0.06
C 0.83 1.38 -1.17 -0.07
C 2.02 0.71 -0.47 -0.08
C 0.23 -0.66 -0.42 -0.62
H -3.47 -0.34 1.54 0.03
H 2.33 1.23 0.44 0.14
H 0.47 2.28 -0.64 0.14
H 1.01 1.61 -2.22 0.14
H -3.08 0.15 2.94 0.03
H 2.88 0.56 -1.13 0.14
```

Values from the calculation:
E_HOMO   -13.487 eV
LUMO energy   -4.0 eV
Charge   +1

***

We find #a to be the most stable, with the next structure 3.9 kcal/mol higher.

***

#a
DFT (ωB97M-V/def2-TZVPD) results for 2 unconnected molecules or ions with the total composition C3H3I.

Structure (XYZ):
```
7
Properties=species:S:1:pos:R:3:lowdin_charge:R:1
I -2.58 1.94 1.64 -0.58
C 1.14 -0.54 0.06 0.20
C -0.28 -0.30 0.13 0.00
C 0.35 0.00 -1.01 0.11
H 0.38 0.43 -2.03 0.15
H 1.99 -1.03 0.26 0.08
H -1.00 -0.50 0.96 0.04
```

Values from the calculation:
E_HOMO   -6.988 eV
LUMO energy   -2.2 eV
Charge   0

***

#b
DFT (ωB97M-V/def2-TZVPD) results for C3H3I in the gas phase.

Structure (XYZ):
```
7
Properties=species:S:1:pos:R:3:lowdin_charge:R:1
I -2.33 0.00 0.03 0.82
C -0.51 -0.89 -0.10 -0.76
C 1.21 1.39 -0.06 0.03
C 0.63 0.38 0.18 -0.19
H 1.70 2.23 0.27 0.00
H -0.37 -1.70 0.77 0.07
H -0.33 -1.41 -1.08 0.04
```

Values from the calculation:
E_HOMO   -9.534 eV
LUMO energy   0.4 eV
Charge   0
SMILES string   C#CCI

***

We find #b to be the most stable, with the next structure 35.3 kcal/mol higher.

***

#a
DFT (ωB97M-V/def2-TZVPD) results for C3H2N2S3 in the gas phase.

Structure (XYZ):
```
10
Properties=species:S:1:pos:R:3:lowdin_charge:R:1
S -0.71 -0.34 1.52 0.94
S 0.46 0.00 -2.60 0.82
S 0.47 1.77 3.30 0.65
N -1.40 -2.91 -0.60 0.19
N 0.29 0.21 -0.95 -0.38
C -0.20 -0.62 -0.20 -0.72
C -0.79 -1.92 -0.47 -0.28
C 0.14 1.15 1.86 -1.07
H 0.36 1.75 1.00 0.00
H 1.38 0.90 -2.86 -0.16
```

Values from the calculation:
E_HOMO   -9.151 eV
LUMO energy   -1.1 eV
Charge   0
SMILES string   N#C/C(=N\S)SC=S

***

#b
DFT (ωB97M-V/def2-TZVPD) results for C3H2N2S3 in the gas phase.

Structure (XYZ):
```
10
Properties=species:S:1:pos:R:3:lowdin_charge:R:1
S 2.95 0.74 -0.58 0.03
S 2.73 -0.94 -1.52 0.14
S 1.46 1.54 0.72 0.67
N -2.10 0.63 0.23 -0.01
N -1.16 1.46 0.19 -0.01
C -1.64 -0.64 0.26 -0.12
C -0.28 -0.60 0.12 -0.14
C 0.04 0.76 0.28 -0.73
H -2.36 -1.52 0.31 0.13
H 0.35 -1.42 0.00 0.05
```

Values from the calculation:
E_HOMO (spin up / spin down)   -9.063 / -9.118 eV
LUMO energy (spin up / spin down)   -2.7 / -2.4 eV
Charge   0

***

We find #a to be the most stable, with the next structure 20.0 kcal/mol higher.

***

#a
DFT (ωB97M-V/def2-TZVPD) results for C2H2F2S2 in the gas phase.

Structure (XYZ):
```
8
Properties=species:S:1:pos:R:3:lowdin_charge:R:1
S 1.13 0.05 -1.32 0.82
S -2.04 0.99 0.83 0.74
F -1.60 -1.03 -0.77 0.02
F 0.71 -1.39 1.07 -0.03
C -1.07 -0.17 0.11 -0.82
C 0.38 -0.23 0.36 -0.65
H 0.73 0.57 0.92 0.07
H 1.76 1.20 -1.21 -0.15
```

Values from the calculation:
E_HOMO   -9.681 eV
LUMO energy   -0.9 eV
Charge   0
SMILES string   FC(=S)[C@@H](F)S

***

#b
DFT (ωB97M-V/def2-TZVPD) results for C2H2F2S2 in the gas phase.

Structure (XYZ):
```
8
Properties=species:S:1:pos:R:3:lowdin_charge:R:1
S -0.86 1.69 0.30 0.75
S -1.69 -1.10 -0.09 0.75
F 1.57 -0.67 1.09 0.01
F 1.65 0.61 -0.80 -0.01
C -0.52 -0.08 0.07 -1.12
C 0.99 -0.46 -0.16 -0.38
H 1.01 -1.42 -0.72 0.14
H -2.16 1.44 0.31 -0.15
```

Values from the calculation:
E_HOMO   -9.471 eV
LUMO energy   -0.8 eV
Charge   0
SMILES string   FC(F)C(=S)S

***

We find #b to be the most stable, with the next structure 11.3 kcal/mol higher.

***

#a
DFT (ωB97M-V/def2-TZVPD) results for C3H2Br2P2 in the gas phase.

Structure (XYZ):
```
9
Properties=species:S:1:pos:R:3:lowdin_charge:R:1
Br 3.59 -1.38 -0.90 0.74
Br 3.34 0.72 -3.52 0.66
P 0.54 1.64 -2.22 0.60
P -0.15 1.02 -0.31 0.58
C 0.89 -0.35 -0.18 -0.45
C 2.17 -0.27 -1.23 -0.95
C 2.03 0.72 -2.16 -1.20
H 0.94 -1.15 0.63 0.06
H -1.43 0.29 -0.34 -0.03
```

Values from the calculation:
E_HOMO (spin up / spin down)   -8.142 / -8.141 eV
LUMO energy (spin up / spin down)   -1.3 / -1.3 eV
Charge   0
SMILES string   BrC1=C[PH]#P=C1Br

***

#b
DFT (ωB97M-V/def2-TZVPD) results for C3H2Br2P2 in the gas phase.

Structure (XYZ):
```
9
Properties=species:S:1:pos:R:3:lowdin_charge:R:1
Br 1.94 1.07 -2.05 0.60
Br -0.61 -0.86 3.36 0.49
P 0.88 0.49 0.92 0.68
P -2.22 -0.03 0.82 0.75
C 1.00 0.16 -0.77 -0.94
C -1.54 0.05 -0.68 -0.33
C -0.65 0.12 1.70 -1.31
H 1.98 -0.09 1.87 0.04
H -1.58 -0.22 -1.80 0.01
```

Values from the calculation:
E_HOMO (spin up / spin down)   -7.867 / -7.877 eV
LUMO energy (spin up / spin down)   -1.4 / -1.3 eV
Charge   0
SMILES string   C#P=C(Br)[PH]#CBr

***

We find #a to be the most stable, with the next structure 113.7 kcal/mol higher.

***

#a
DFT (ωB97M-V/def2-TZVPD) results for C13H12N2 in the gas phase.

Structure (XYZ):
```
27
Properties=species:S:1:pos:R:3:lowdin_charge:R:1
N 2.07 -0.91 -0.72 0.06
N -0.77 1.65 -3.34 0.18
C 0.95 -1.79 -0.79 -0.25
C 2.04 1.48 -1.30 -0.12
C -1.15 -1.40 2.43 -0.05
C 0.53 1.83 -1.10 -0.31
C -2.78 0.36 2.20 -0.09
C -0.91 0.29 0.62 -0.17
C -0.18 1.75 -2.37 -0.21
C 0.31 -1.90 0.57 -0.01
C -0.51 -1.03 1.19 -0.18
C -2.23 -0.75 2.91 -0.08
C -2.18 0.84 1.10 -0.04
C 2.22 0.02 -1.77 -0.27
C -0.13 1.00 -0.14 0.13
H 3.27 -0.05 -2.10 0.12
H 0.51 2.87 -0.75 0.16
H -0.75 -2.26 2.94 0.11
H 1.29 -2.79 -1.09 0.12
H -2.70 -1.08 3.82 0.10
H 2.48 2.17 -2.03 0.12
H 1.57 -0.16 -2.64 0.11
H 0.54 -2.82 1.10 0.11
H 2.55 1.60 -0.34 0.12
H 0.20 -1.45 -1.52 0.12
H -2.56 1.70 0.57 0.11
H -3.69 0.81 2.56 0.10
```

Values from the calculation:
E_HOMO (spin up / spin down)   -7.929 / -7.736 eV
LUMO energy (spin up / spin down)   -0.5 / -0.2 eV
Charge   0

***

#b
DFT (ωB97M-V/def2-TZVPD) results for C13H12N2 in the gas phase.

Structure (XYZ):
```
27
Properties=species:S:1:pos:R:3:lowdin_charge:R:1
N -1.18 1.07 1.14 0.08
N 0.42 3.69 -0.59 0.15
C 0.93 0.21 0.25 -0.14
C 1.58 0.65 1.40 -0.05
C -3.24 -0.16 0.68 -0.04
C -2.38 0.83 1.45 -0.12
C -0.25 2.78 -0.73 -0.25
C 1.72 -0.34 -0.81 -0.04
C 2.93 0.45 1.48 -0.08
C -2.58 -1.04 -0.11 -0.08
C 3.69 -0.21 0.48 -0.09
C -1.17 -0.89 -0.53 -0.11
C 3.07 -0.64 -0.68 -0.09
C -0.56 0.43 0.04 -0.45
C -0.80 1.46 -1.10 -0.11
H -0.22 1.44 -2.07 0.15
H -4.31 -0.05 0.97 0.11
H -1.14 -0.83 -1.73 0.17
H -2.66 1.50 2.31 0.13
H 3.68 -1.04 -1.56 0.13
H 1.19 1.11 2.28 0.11
H -1.93 1.64 -1.14 0.15
H -0.64 -1.76 -0.21 0.11
H 1.32 -0.64 -1.69 0.07
H 3.29 0.93 2.42 0.11
H 4.77 -0.49 0.45 0.11
H -3.27 -1.71 -0.49 0.08
```

Values from the calculation:
E_HOMO   -9.074 eV
LUMO energy   0.3 eV
Charge   0
SMILES string   N#CC[C@]1(c2ccccc2)CC=CC=N1

***

We find #b to be the most stable, with the next structure 65.3 kcal/mol higher.